(1)
Density functional theory data (ωB97M-V with the def2-TZVPD basis set) for a 3-piece molecular cluster, C35H47IN6O7P2S overall.

orbital gap = 7.900 eV

Structure (XYZ):
```
99
Properties=species:S:1:pos:R:3:forces:R:3
C -5.69453 -1.80059 3.41500 -0.2170 -0.0364 0.0564
C -6.76015 -1.70714 2.30893 0.2192 -0.3035 0.1826
C -6.23324 -1.96439 0.88445 -0.2356 -0.0354 0.0502
C -6.58774 -0.86777 -0.12109 0.2090 0.0620 0.2553
C -6.11399 0.54936 0.22695 -0.2314 0.0959 -0.4143
C -4.76559 0.95170 -0.38143 -0.0348 0.1285 0.4140
C -3.69764 -0.14464 -0.36654 -0.0100 -0.0849 -0.0005
C -2.30345 0.39315 -0.51486 -0.0513 -0.0798 -0.5985
C -1.71069 0.51215 -1.82259 -0.2374 -0.2010 0.1344
P -2.46362 0.12518 -3.48513 -0.2031 0.0161 -0.1955
N -2.14068 -1.57272 -3.43991 -0.0888 0.2413 0.3899
O -4.10265 0.18803 -3.35703 -0.0770 0.0258 -0.0822
C -0.41430 0.93197 -1.95677 0.1066 0.0737 -0.2735
C 0.30052 1.04585 -3.27622 0.2389 -0.0351 0.2092
C 0.42158 2.45948 -3.87037 0.1451 -0.0728 -0.1123
C 0.33229 2.43056 -5.38365 0.0461 -0.0585 0.1494
I -0.96014 3.91089 -3.07284 -0.0741 -0.0218 -0.0169
C 0.33100 1.27771 -0.80961 0.1359 0.0398 0.1848
N 1.61473 1.68586 -0.96324 -0.1263 -0.0723 -0.1825
C 2.29462 1.97844 0.09315 0.2075 0.2032 0.5073
N 3.64385 2.43575 -0.07388 -0.0007 -0.2607 -0.5873
C 3.75450 3.47112 -1.11268 -0.0648 -0.0428 -0.0991
C 4.52386 1.34255 -0.31891 -0.0036 -0.0021 0.1617
C 4.64973 0.33296 0.78158 -0.1507 0.1834 -0.2087
O 5.16717 1.27710 -1.33542 0.2555 0.2675 -0.0652
C 1.73473 1.86892 1.39910 0.0126 0.1766 0.0231
C 2.52627 2.23247 2.62589 -0.2619 -0.2007 -0.0005
C 1.64771 2.92988 3.63799 -0.0768 0.5886 -0.0200
O 0.88865 3.81648 3.37582 0.0076 -0.4182 0.0841
O 1.87686 2.51237 4.92953 0.0633 -0.2960 -0.2968
C 0.82264 1.85768 5.60506 -0.3434 0.4077 0.2953
C 0.79384 0.38834 5.35671 0.3449 -0.0632 0.2846
O 0.09989 2.47462 6.31652 0.1190 -0.0892 -0.0813
N 0.51025 1.46353 1.55632 -0.1363 -0.0477 0.1036
C -0.23983 1.17960 0.46242 0.2846 -0.0643 0.0926
C -1.58242 0.73552 0.60251 -0.1083 0.5610 0.2344
P -2.22751 0.46422 2.27633 0.4227 -0.6411 0.2621
O -3.80921 0.73958 2.28121 0.1978 0.1521 0.1598
O -1.68026 1.58578 3.27179 -0.2521 0.1827 -0.0831
S -1.76643 -1.30523 2.84453 -0.2774 -0.0456 0.1578
H -4.79905 -2.30945 3.06410 0.1052 0.0456 -0.0031
H -5.40777 -0.82442 3.79712 0.1664 0.0662 -0.0913
H -6.07009 -2.36974 4.26351 -0.0318 -0.0179 0.0907
H -7.51671 -2.45860 2.52790 -0.1884 0.0446 -0.0527
H -7.25969 -0.74207 2.36467 -0.0942 0.0696 -0.0296
H -6.69613 -2.88412 0.52401 0.1005 -0.1163 -0.1061
H -5.16349 -2.16479 0.91463 0.0951 0.1075 -0.0073
H -7.67342 -0.86658 -0.21461 -0.0843 0.0363 -0.1204
H -6.17366 -1.13175 -1.09688 -0.1706 -0.0793 -0.1584
H -6.12700 0.72214 1.30220 0.0931 -0.1941 0.0703
H -6.84998 1.24039 -0.18684 -0.0567 0.1265 0.0727
H -4.92496 1.32868 -1.38495 0.1236 -0.0910 -0.2635
H -4.37019 1.78952 0.19514 -0.0392 0.1211 -0.1355
H -3.75601 -0.69551 0.56859 -0.0333 -0.0575 -0.0850
H -3.87220 -0.87666 -1.14776 -0.0843 -0.1100 -0.0956
H -2.90376 -2.14338 -3.77943 0.1800 -0.1338 -0.2827
H -1.85096 -1.89166 -2.52396 -0.0799 -0.1827 -0.0270
H -4.52134 -0.65124 -3.13985 -0.0685 0.0225 0.2616
H 1.32411 0.72679 -3.08200 0.0761 -0.1087 -0.1148
H -0.10203 0.35550 -4.00987 -0.1006 0.0696 -0.0908
H 1.38283 2.86379 -3.57227 -0.0197 0.1707 0.1253
H 1.17171 1.84235 -5.75903 0.0483 -0.0446 -0.0890
H -0.58887 1.94903 -5.70345 -0.1192 0.0661 -0.0544
H 0.39487 3.43081 -5.79974 -0.0061 0.0536 -0.1169
H 4.72385 3.95012 -1.02622 0.0544 0.0812 0.0665
H 2.95788 4.19536 -0.97506 -0.0017 0.1113 0.1380
H 3.67652 3.05551 -2.11440 -0.0411 -0.0817 -0.0693
H 5.21091 0.79404 1.59360 0.0327 -0.0100 0.1098
H 3.68902 0.01479 1.18201 0.1049 0.0912 -0.0421
H 5.19530 -0.52240 0.40075 0.0450 -0.1152 0.0014
H 3.33202 2.90253 2.33611 0.1700 0.0119 0.0888
H 2.93461 1.32584 3.07143 0.1675 -0.0271 -0.0359
H 0.30129 0.18512 4.40885 -0.0980 0.0014 -0.1283
H 1.80741 -0.00627 5.32064 0.0439 0.0065 -0.1378
H 0.25760 -0.08999 6.16822 -0.2247 -0.0568 -0.0542
H -4.01823 1.65518 2.50022 -0.1415 0.0197 0.0545
H -1.79276 2.49424 2.95924 0.3326 0.0976 0.0583
C 2.37197 -3.98801 1.82071 -0.0290 -0.0027 -0.0185
C 1.34465 -3.06458 1.92716 0.0548 -0.0641 -0.0103
C 1.65485 -1.78118 2.34823 0.1417 0.0918 0.0277
N 2.89107 -1.38366 2.65626 -0.1719 -0.1544 0.1329
C 3.86720 -2.28389 2.55140 0.0005 -0.0850 0.0617
C 3.66151 -3.59148 2.13967 0.0116 0.0289 0.0250
H 2.17199 -5.00091 1.49562 0.0064 -0.0014 -0.0049
H 0.32139 -3.32414 1.69326 -0.0171 0.0293 0.0111
H 0.87716 -1.03682 2.44451 -0.0625 0.0061 -0.0172
H 4.86241 -1.93772 2.80953 0.0211 -0.0242 -0.0175
H 4.49315 -4.27892 2.07076 0.0125 0.0059 0.0074
C 4.83372 -2.27410 -5.02017 -0.0182 0.0090 -0.0042
C 5.83350 -3.23322 -5.04233 -0.0056 0.0022 -0.0001
C 6.84083 -3.15680 -4.09198 0.0229 -0.0012 0.0186
N 6.90505 -2.21103 -3.15785 -0.0309 -0.0271 -0.0239
C 5.93883 -1.29222 -3.14856 0.0797 -0.0358 0.0590
C 4.88646 -1.28355 -4.05355 -0.0162 -0.0114 -0.0170
H 4.02902 -2.29888 -5.74413 -0.0020 -0.0019 -0.0026
H 5.83556 -4.02495 -5.77903 0.0107 -0.0093 0.0016
H 7.63913 -3.89118 -4.07676 -0.0087 -0.0133 -0.0257
H 6.00872 -0.52968 -2.38319 -0.0223 0.0121 -0.0415
H 4.12960 -0.51254 -3.99582 0.0134 0.0199 0.0177
```
Positions in Å, forces in eV/Å.

Atomic partial charges in e from the Löwdin method, atoms 1 to 6:
1 C -0.105
2 C -0.240
3 C -0.207
4 C -0.199
5 C -0.190
6 C -0.180

=====

(2)
Density functional theory data (ωB97M-V with the def2-TZVPD basis set) for C35H48AsO3P3Re as an isolated structure at a distorted geometry.

orbital gap (spin up / spin down) = 5.450 / 2.931 eV
2S+1 = 4
net charge = +4
relative energy (zero: lowest compared OMol25 entry of this formula, charge and spin) = 0.0725 eV
⟨S²⟩ = 3.765

Structure (XYZ):
```
91
Properties=species:S:1:pos:R:3:forces:R:3
P 3.18798 -0.49873 -1.46391 4.0147 -1.2266 0.9807
C 3.68849 -0.56102 0.27920 -1.5400 0.4688 0.3861
H 4.71079 -0.91714 0.43404 0.0661 -0.0207 -0.5218
H 2.99090 -1.19721 0.82903 0.1119 -0.0977 0.0359
H 3.57421 0.44247 0.69904 0.1483 -0.0553 0.0051
C 3.54838 -2.16813 -2.12002 -1.6184 -0.0865 -0.6747
H 3.59731 -2.14917 -3.21882 0.1729 0.0153 0.2911
H 2.68693 -2.80223 -1.85714 0.4308 -0.1229 0.0351
H 4.46643 -2.60276 -1.70427 -0.1034 0.3912 0.1242
C 4.47604 0.57604 -2.22117 -1.1969 0.9375 -0.3809
H 5.41338 0.04605 -2.44797 -0.4317 -0.2027 0.1436
H 4.67427 1.43199 -1.56050 -0.0535 -0.2917 -0.1169
H 4.03782 0.98284 -3.14495 0.5843 0.0052 0.0150
P -1.15121 3.43758 -2.40982 -0.3223 0.2236 -1.2640
C -1.26034 3.95746 -0.68101 0.3463 -0.5653 0.3331
H -1.59416 4.99491 -0.55839 0.0024 -0.1581 -0.4048
H -0.28526 3.85467 -0.20614 0.0720 0.0885 0.0723
H -1.94961 3.28982 -0.16068 -0.0178 0.1438 0.0023
C -0.05310 4.64271 -3.27897 0.0611 -0.4836 0.1110
H -0.10226 4.47555 -4.36726 -0.0538 0.1741 0.3755
H 0.98046 4.44412 -2.94915 -0.3083 0.1947 -0.0902
H -0.30409 5.69267 -3.04950 -0.0614 -0.4808 -0.0478
C -2.85430 3.57491 -3.06627 0.0065 -0.1475 -0.1970
H -3.09038 4.59743 -3.41062 0.1041 -0.4064 0.2114
H -3.56582 3.27239 -2.28142 0.2271 0.1741 -0.2453
H -2.94656 2.86088 -3.89974 -0.1562 0.4744 0.1870
P -2.47212 -1.77795 -1.24911 -0.0859 -0.6890 0.1945
C -3.21233 -1.93819 0.34790 0.0155 0.3487 0.5661
H -3.92704 -2.76156 0.37538 -0.0480 -0.1278 -0.3905
H -3.73723 -1.03150 0.63684 -0.1509 0.1778 -0.0635
H -2.47067 -2.12444 1.11933 0.3640 0.0525 0.0477
C -3.71380 -1.98365 -2.52528 -0.0638 0.3222 -0.4612
H -4.56015 -2.56467 -2.12928 0.2684 0.1561 -0.0220
H -3.30214 -2.50789 -3.39792 -0.1493 0.0979 0.2222
H -4.08046 -0.99394 -2.83072 -0.1227 -0.2766 0.0044
C -1.09449 -2.88846 -1.47505 0.4152 0.1714 -0.0622
H -1.44531 -3.93383 -1.41616 0.0334 0.3764 -0.0158
H -0.36395 -2.67348 -0.67956 -0.1854 -0.0577 -0.1001
H -0.64000 -2.69998 -2.45887 -0.1603 -0.2544 0.2960
Re -0.37866 0.91770 -3.28138 -1.2723 2.1844 6.8657
C 0.85030 1.45000 -1.77481 1.5661 1.8692 3.9814
O 1.43625 1.89313 -0.86233 -1.8210 -1.7145 -3.5519
C -1.75919 0.01225 -1.53587 -0.6592 3.1947 3.2880
O -2.03225 0.84316 -0.67040 0.7635 -3.1141 -3.3571
C -1.45936 0.45991 -5.10306 -1.8980 0.2822 -0.8044
C -0.93421 -0.70976 -4.54656 -0.3070 -1.0589 -0.2224
C 0.42367 -0.79080 -4.22410 0.8193 -2.1518 -0.9664
C 1.25819 0.29216 -4.47401 1.6898 -0.5888 -0.2607
C 0.72642 1.48587 -4.95134 1.3086 1.5156 -1.4483
C -0.62787 1.56398 -5.29978 -0.4919 0.5968 -1.2401
H -2.53316 0.55084 -5.21149 0.0864 -0.0524 -0.4650
H -1.59585 -1.49791 -4.24495 -0.1920 -0.2610 -0.1941
H 0.85421 -1.66788 -3.76686 -0.0767 -0.1592 0.0105
H 2.30077 0.20948 -4.21856 0.1569 0.1384 -0.0526
H 1.35531 2.36239 -4.98060 0.1079 0.0576 -0.2982
H -1.03198 2.51181 -5.60314 -0.2535 0.1903 -0.2239
O 0.03680 -0.57471 0.87703 -0.1685 -0.0910 -0.7476
As 0.16441 -0.68068 2.54458 -0.2079 0.5552 0.8717
C 1.81521 -1.55716 3.01105 0.0004 -0.1574 0.0292
C 2.02446 -2.88589 2.61263 0.4008 0.1488 0.1745
C 3.25241 -3.50090 2.88988 -0.2197 0.0825 -0.1588
C 4.26692 -2.78737 3.54048 -0.1373 0.1557 0.0013
C 4.05164 -1.45802 3.92982 -0.1407 -0.0108 -0.1284
C 2.82248 -0.83755 3.66521 0.0816 -0.2857 -0.0970
C 0.12446 1.04357 3.43407 0.1884 0.0540 -0.4058
C 0.26054 1.10770 4.82580 -0.1138 0.3055 0.0062
C 0.12218 2.34484 5.47219 0.0202 -0.1712 -0.2296
C -0.15388 3.49950 4.72871 -0.0094 -0.1858 -0.2001
C -0.28218 3.42145 3.33487 0.0822 -0.2930 -0.0996
C -0.12664 2.19221 2.67407 -0.0215 0.1119 0.6148
C -1.40847 -1.52935 3.29410 0.4438 -0.2124 0.2131
C -1.39359 -2.89935 3.57331 -0.3769 0.1212 -0.1228
C -2.56705 -3.51561 4.02509 0.1102 -0.0138 -0.0768
C -3.73209 -2.75919 4.20475 0.1015 0.0099 -0.1465
C -3.71699 -1.37725 3.97928 0.1980 0.1448 -0.1414
C -2.54003 -0.74926 3.55329 -0.1319 -0.2079 -0.1857
H 1.23616 -3.42625 2.08641 0.2623 0.0102 0.1311
H 3.40693 -4.54080 2.59237 0.0155 0.3387 0.1503
H 5.22744 -3.26995 3.74650 -0.4008 0.1843 -0.0371
H 4.83782 -0.89692 4.44162 -0.2624 -0.2379 -0.1651
H 2.64484 0.20083 3.94680 0.1540 -0.2767 0.0349
H 0.46950 0.20257 5.40559 -0.1301 0.3368 -0.1373
H 0.22346 2.40128 6.55783 -0.0231 -0.0020 -0.3610
H -0.26885 4.46175 5.23750 0.0338 -0.4020 -0.2158
H -0.50866 4.31503 2.75068 0.1057 -0.1668 0.2575
H -0.20420 2.10320 1.58791 -0.0409 0.0702 0.2745
H -0.46450 -3.45385 3.43943 -0.3902 -0.0742 0.1253
H -2.56550 -4.58957 4.22670 -0.0510 0.3824 0.0114
H -4.65638 -3.24847 4.52342 0.3612 0.1793 -0.0397
H -4.61759 -0.77477 4.12057 0.2846 -0.2654 0.1183
H -2.49020 0.33405 3.41456 -0.1596 -0.3085 0.0401
```
Positions in Å, forces in eV/Å.

Atomic partial charges in e from the Löwdin method, atoms 1 to 6:
1 P 1.023
2 C -0.204
3 H 0.100
4 H 0.021
5 H 0.070
6 C -0.205